Formula: H3N2O2S
Source: OMol25
Level of theory: the ωB97M-V functional and the def2-TZVPD basis

Results
* ΔE to the lowest compared entry with this formula, charge and spin: 0.990 eV
* 2S+1: 3
* LUMO (spin up / spin down): 4.229 / 4.005 eV
* charge: -1
* HOMO-LUMO gap (spin up / spin down): 5.99 / 7.53 eV

Each line ends with the Mulliken charge.
Positions of all 8 atoms, in Å:
S  -1.449597  0.198113  -0.060068  0.588
O  -2.328923  0.226865  1.056512  -0.542
O  -2.067913  -0.037013  -1.411414  -0.614
N  -0.378500  -1.088834  0.273418  -0.600
N  0.266047  1.700971  0.237674  -0.488
H  0.170170  -0.960540  1.164382  0.266
H  -0.126494  2.676083  0.546813  0.138
H  0.424106  -1.202017  -0.335765  0.253

Cartesian forces (eV/Å) of the 3 atoms listed first:
S 1.2 2.2 -3.8
O -1.9 -0.8 2.4
O 0.6 -0.9 1.4


Formula: C2H8N4O
Source: OMol25
Level of theory: the ωB97M-V functional and the def2-TZVPD basis

Results
* ΔE to the lowest compared entry with this formula, charge and spin: 1.440 eV
* LUMO: -7.569 eV
* charge: +2
* HOMO-LUMO gap: 9.20 eV

Each line ends with the Mulliken charge.
Positions of all 15 atoms, in Å:
O  1.316526  0.301175  -0.025175  -0.321
N  3.564196  -0.116824  -0.040338  -0.287
N  -1.673098  1.902041  1.513180  -0.384
N  -1.923752  1.116842  0.749715  0.529
N  -3.149625  -0.726377  0.214443  -0.377
C  -2.093271  0.198894  -0.129758  -0.248
C  2.283917  0.112942  -0.674426  -0.017
H  -2.938178  -1.621022  -0.283607  0.388
H  4.198191  -0.806171  -0.489122  0.404
H  4.003450  0.739664  -0.153578  0.346
H  -2.201098  0.489304  -1.230443  0.325
H  3.466174  -0.424597  0.980136  0.396
H  2.362415  0.200694  -1.660742  0.470
H  -4.152116  -0.402031  -0.014461  0.383
H  -3.063737  -0.964537  1.244173  0.393

Cartesian forces (eV/Å) of the 3 atoms listed first:
O 0.2 -0.3 0.2
N 0.5 -3.5 2.1
N -0.1 -0.6 -0.5


Formula: C12H24N4OTaTl
Source: OMol25
Level of theory: the ωB97M-V functional and the def2-TZVPD basis

Results
* LUMO (spin up / spin down): -8.688 / -8.688 eV
* charge: +2
* HOMO-LUMO gap (spin up / spin down): 8.21 / 8.21 eV

Each line ends with the Mulliken charge.
Positions of all 43 atoms, in Å:
Tl  0.917830  0.950964  -3.333533  0.797
Ta  0.137173  -0.124984  -0.406760  0.381
O  3.935999  -0.713335  1.634931  -0.322
N  -0.046153  1.629509  -1.290149  0.560
N  -0.689912  -1.597123  -1.375009  0.501
N  1.962352  -0.338361  0.262268  -0.503
N  -1.407273  0.240611  2.482499  -0.477
C  0.109069  3.835280  -2.354436  -1.237
C  0.730259  -3.529827  -1.714474  -1.327
C  -0.079880  -2.987286  0.587929  -1.727
C  -0.863366  0.106290  1.439690  0.085
C  2.051403  2.874740  -1.081990  -1.393
C  -1.551300  1.571079  -1.324857  -1.044
C  2.979515  -0.518646  0.978093  0.952
C  0.011093  3.651915  0.134720  -1.473
C  -0.428630  -2.984336  -0.889685  0.998
C  -1.673163  -3.843624  -1.099737  -1.799
C  -1.349807  -1.526067  -2.701220  -0.996
C  0.541664  3.008380  -1.146334  0.512
H  0.484803  -3.526282  -2.784460  0.382
H  0.940856  -4.564088  -1.405398  0.444
H  2.469913  3.885525  -0.924104  0.472
H  -0.809155  -2.134866  -3.446275  0.307
H  -2.544757  -3.384641  -0.619502  0.427
H  0.502759  3.450868  -3.309857  0.306
H  0.172302  -4.021665  0.860631  0.521
H  -2.390377  -1.882068  -2.622961  0.351
H  -1.923619  0.619014  -0.840388  0.509
H  -1.909172  1.605230  -2.365698  0.418
H  0.528242  4.612921  0.293194  0.479
H  0.179009  3.025370  1.021160  0.356
H  0.801907  -2.365388  0.818846  0.369
H  0.515115  4.851440  -2.236596  0.450
H  -0.937815  -2.676837  1.200594  0.428
H  1.639423  -2.929772  -1.568963  0.265
H  -1.991542  2.407220  -0.765384  0.328
H  -1.888174  -4.009783  -2.160968  0.445
H  -1.395520  -0.493304  -3.075215  0.328
H  2.491708  2.508820  -2.022194  0.310
H  -1.061067  3.872841  0.063913  0.437
H  -1.506511  -4.826793  -0.641215  0.465
H  2.382785  2.217827  -0.269210  0.348
H  -0.984186  3.896629  -2.428195  0.367

Cartesian forces (eV/Å) of the 3 atoms listed first:
Tl 1.0 -0.5 -2.4
Ta 0.7 -0.3 1.5
O -3.1 0.7 -2.1


Number 1: M 95.10 g/mol, energy -659.866876 hartree. Number 2: M 104.11 g/mol, energy -374.525277 hartree. Number 3: M 625.68 g/mol, energy -994.831737 hartree.